1.
8
Properties=species:S:1:pos:R:3:forces:R:3 method="wB97M-V/def2-TZVPD" multiplicity=1 e_lumo_ev="-2.65 / 0.34"
Cl 3.5008 0.2274 -0.4330 -1.146 -0.820 0.279
F -2.8776 -0.6714 0.3383 -0.692 0.494 -1.186
F 1.5514 0.6561 1.0730 -1.339 1.498 1.788
F -1.3538 -0.1585 -1.2726 -1.502 0.397 -0.297
F -2.0895 1.3911 0.1464 -1.178 1.752 -0.599
N 1.3586 -1.3133 -0.0083 -1.566 -2.952 -0.792
C 1.8812 -0.2861 0.2989 4.002 2.288 -1.263
C -1.9711 0.1547 -0.1426 3.422 -2.658 2.070



2.
59
Properties=species:S:1:pos:R:3:forces:R:3 method="wB97M-V/def2-TZVPD" multiplicity=1 e_lumo_ev=2.54 total_charge=-1
Te -2.3209 1.2974 1.4390 -0.037 0.025 -0.013
As 0.8005 0.1087 2.2079 0.371 -0.025 0.242
S -5.0145 3.2590 1.5252 -0.051 0.056 0.189
S 3.0249 -0.9603 -2.6150 0.128 -0.100 -0.196
N -0.1829 -1.5683 -0.3358 -0.106 0.101 -0.075
C -3.9109 2.3753 0.5584 0.117 -0.097 -0.163
C 0.7462 0.0025 5.0832 -0.042 0.014 0.067
C -4.2576 2.4965 -0.7621 -0.054 0.056 0.058
C 0.8996 0.4808 -1.9846 0.359 0.021 -0.002
C 2.1338 1.7875 4.2878 0.072 0.039 0.050
C 3.8778 2.6780 -0.2410 -0.003 0.012 -0.006
C -0.7999 -2.5194 0.3573 0.045 -0.035 0.016
C 3.1703 0.6355 0.7999 0.033 -0.065 -0.023
C 0.8749 -1.8808 -1.1006 0.146 0.222 -0.118
C 1.8918 1.4124 6.6562 -0.019 -0.034 -0.001
C 1.8123 1.2746 -2.7679 -0.167 -0.020 -0.085
C 1.2954 0.7141 4.0201 -0.036 -0.146 -0.158
C 4.3028 -1.6486 0.8747 0.035 -0.022 -0.011
C 4.1173 1.3493 0.0760 0.002 0.010 -0.008
C 3.2024 -3.4220 2.0797 -0.014 0.007 0.031
C -5.4123 3.3026 -0.9772 0.035 -0.021 0.036
C 2.9504 0.6491 -3.1843 -0.009 0.045 0.067
C 1.7335 2.5887 0.8500 0.081 -0.043 -0.014
C 1.4678 -0.7658 -1.8506 -0.287 -0.155 0.269
C 2.6946 3.2981 0.1407 -0.038 0.013 0.000
C 1.9874 1.2676 1.1829 -0.271 0.056 0.239
C 1.3520 -3.1948 -1.1515 0.018 -0.070 0.023
C 1.0475 0.3415 6.3939 0.016 0.028 -0.001
C 2.2089 -1.2410 1.9924 -0.209 0.070 0.009
C 0.7112 -4.1744 -0.4222 0.030 -0.016 -0.057
C 2.4278 2.1348 5.6012 0.010 0.027 -0.030
C 3.2757 -0.7772 1.2182 0.057 0.037 -0.084
C -0.3977 -3.8440 0.3468 -0.058 0.070 0.031
C 4.2656 -2.9647 1.3112 -0.012 -0.002 0.008
C -5.9361 3.7878 0.1835 -0.044 0.022 -0.141
C 2.1633 -2.5609 2.4105 0.069 0.005 0.033
Li -0.5702 0.4887 -0.5177 -0.183 -0.087 -0.161
H 0.7909 3.0458 1.1305 0.010 0.015 -0.010
H 5.0340 0.8745 -0.2512 -0.002 -0.007 0.003
H 3.1733 -4.4549 2.4050 0.001 -0.007 -0.002
H 1.0736 -5.1951 -0.4539 0.001 -0.008 0.009
H -6.8009 4.4189 0.3085 -0.018 0.012 0.005
H 5.1208 -1.3122 0.2499 -0.004 0.012 -0.001
H 2.2127 -3.4302 -1.7632 0.004 -0.010 0.005
H 3.7588 1.0561 -3.7732 0.026 0.007 -0.005
H 4.6139 3.2309 -0.8114 0.002 0.004 -0.005
H 1.3175 -2.9276 2.9810 0.005 0.012 0.004
H 3.0809 2.9766 5.7966 0.003 0.004 0.007
H 1.6231 2.3090 -3.0322 -0.012 0.024 0.012
H 2.1232 1.6864 7.6779 0.001 0.001 0.005
H -1.6382 -2.1810 0.9580 -0.029 -0.014 0.001
H -0.9308 -4.5819 0.9299 0.004 -0.020 0.002
H -5.8303 3.5083 -1.9534 -0.011 0.009 -0.008
H 5.0635 -3.6437 1.0375 0.011 -0.004 -0.003
H 2.5107 4.3297 -0.1319 0.009 0.007 -0.004
H -3.6993 2.0223 -1.5568 0.017 -0.016 0.004
H 2.5661 2.3594 3.4758 -0.015 -0.027 -0.007
H 0.6124 -0.2227 7.2095 0.001 -0.001 0.011
H 0.0617 -0.8179 4.8942 0.011 0.008 -0.046



3.
10
Properties=species:S:1:pos:R:3:forces:R:3 method="wB97M-V/def2-TZVPD" multiplicity=2 e_lumo_ev="-5.19 / -9.15" total_charge=+1 s2=0.755
S -0.8960 1.6237 4.3113 -1.013 1.032 -0.126
S 0.6829 1.3912 3.1848 0.842 -1.081 -0.678
O -2.8838 -2.4350 -5.0500 -0.140 -0.198 -0.279
O 2.7745 0.3376 -0.0590 0.796 0.083 0.477
H 0.5468 2.3326 2.2123 -0.302 0.371 0.534
H 3.5666 0.4908 -0.5930 -0.404 0.150 -0.555
H -2.1395 -2.2350 -4.4708 -0.515 0.250 0.056
H -3.6762 -1.9366 -4.8020 0.654 -0.054 0.217
H -1.2089 0.3307 4.5090 0.484 -0.336 0.164
H 3.2337 0.1001 0.7574 -0.401 -0.218 0.190



4.
83
Properties=species:S:1:pos:R:3:forces:R:3 method="wB97M-V/def2-TZVPD" multiplicity=2 e_lumo_ev="-6.34 / -8.84" total_charge=+2 s2=0.753
Ir 0.2288 1.0143 -0.2086 0.962 -0.317 -1.565
Se -0.3542 -0.9872 -3.1389 0.038 -0.156 -0.261
Ge 1.2611 -3.4721 -4.4278 0.010 -0.061 0.037
Si 1.7618 2.5848 1.6825 -0.520 0.278 0.094
Si -0.3669 0.6877 3.1695 -0.156 -0.007 -0.582
Si -1.4242 3.1299 1.5296 0.029 0.178 0.750
O 1.7998 -0.2362 -0.6809 0.674 0.386 1.290
O -0.3922 -0.8483 -0.1266 -0.886 -0.295 0.679
N -1.0043 2.4477 -1.0689 -0.511 0.446 0.951
N 1.7702 -1.4006 -0.0845 -0.352 -0.045 -0.784
N 0.5958 -1.7059 0.2032 -0.021 -0.186 0.107
C -0.4070 -5.2276 2.2447 0.005 -0.001 0.021
C 0.2513 -2.9342 0.8947 -0.014 0.189 -0.193
C 0.2726 -4.5213 -3.1325 -0.100 -0.054 0.078
C -3.1362 2.5142 1.9251 -0.155 -0.105 0.064
C -2.1685 4.5199 -0.9016 0.038 -0.021 -0.067
C -1.6942 3.5856 -3.0445 -0.023 0.023 -0.044
C 1.7773 3.5698 0.0699 0.036 0.063 -0.030
C 2.0247 3.5959 3.2181 0.080 0.239 0.020
C 1.0906 -0.4368 3.4684 0.107 -0.082 0.167
C -1.0778 2.5348 -2.4084 0.015 -0.116 0.089
C 0.9295 -4.8883 2.0646 -0.002 -0.021 -0.008
C -2.2568 4.5998 -2.2784 -0.016 0.015 -0.037
C -1.4084 -4.4169 1.7329 -0.009 0.009 -0.044
C 3.1907 1.4056 1.5185 0.097 -0.183 0.150
C -2.1550 -1.6373 -2.9491 -0.049 -0.067 0.105
C 1.3374 -4.2504 -6.1888 -0.007 -0.036 -0.155
C -1.0848 -3.2550 1.0462 -0.073 -0.043 -0.062
C -1.1642 4.7681 2.3701 0.014 0.150 0.053
C -1.8574 -0.3738 2.7612 -0.105 -0.090 0.212
C 2.9327 -2.7700 -3.7625 0.106 0.094 0.027
C -0.7454 1.7507 4.6485 0.092 0.091 0.155
C -1.5353 3.4352 -0.3055 -0.010 -0.029 -0.519
C -0.0327 1.8827 1.7091 0.358 -0.287 -0.661
C 0.1083 -1.7574 -4.7629 -0.160 0.214 -0.200
C 1.2741 -3.7325 1.3875 0.083 0.043 -0.023
H -1.0119 1.1196 5.5007 0.000 0.013 -0.021
H 1.6414 2.9263 -0.8241 0.019 0.073 0.026
H 1.0127 4.3485 0.0268 0.017 -0.029 -0.029
H 2.3093 -3.4512 1.2545 -0.010 -0.005 0.020
H -3.3912 1.6059 1.3758 0.000 0.034 0.006
H -0.6168 1.7388 -2.9747 0.070 -0.029 0.002
H 0.0738 -3.9632 -2.2143 0.028 -0.038 0.005
H 0.8608 -5.4006 -2.8654 -0.012 0.010 0.002
H 2.9059 4.2328 3.0998 -0.003 -0.036 0.031
H 4.0954 2.0225 1.5360 -0.037 0.017 0.055
H 0.7712 -1.2893 4.0743 0.006 0.027 -0.001
H 1.9283 -5.1670 -6.1454 -0.009 0.015 0.001
H 1.8990 0.0600 4.0098 -0.022 -0.012 -0.032
H 1.7109 -5.5249 2.4563 -0.009 0.013 0.023
H -2.1506 -2.7177 -3.0856 0.008 0.012 -0.003
H -2.7745 -1.1591 -3.7056 0.011 -0.005 -0.007
H -2.0137 5.4300 2.1784 0.014 -0.032 0.006
H 1.8140 -3.5689 -6.8926 -0.003 -0.020 -0.001
H 3.2697 0.6870 2.3337 0.051 0.065 0.001
H -2.4912 -1.3786 -1.9483 0.003 0.005 -0.012
H -1.7690 -1.3456 3.2547 -0.006 0.013 -0.023
H -1.0952 4.6505 3.4541 -0.007 0.009 -0.036
H 2.7849 -2.0879 -2.9233 0.019 -0.034 0.012
H -3.2809 2.3168 2.9882 -0.022 0.019 -0.042
H -2.7793 0.0855 3.1200 0.024 -0.044 -0.016
H -0.6720 -4.8718 -3.5506 0.004 -0.001 0.025
H 0.1035 2.3686 4.9469 -0.033 -0.030 0.015
H 3.4591 -2.2397 -4.5564 0.009 0.003 0.028
H 0.3412 -4.5008 -6.5518 0.018 -0.011 0.000
H -0.6659 -6.1242 2.7919 0.007 0.002 -0.030
H 2.7553 4.0408 -0.0681 -0.017 -0.069 -0.053
H -0.7679 -2.0251 -5.3513 0.024 -0.077 0.030
H -1.9569 -0.5449 1.6913 -0.031 0.009 -0.016
H 0.7725 -1.0877 -5.3106 0.080 -0.071 0.046
H -1.7289 3.6104 -4.1245 0.012 0.004 0.010
H 3.5672 -3.5915 -3.4279 -0.008 0.012 0.007
H -0.2607 5.2778 2.0295 -0.032 0.003 0.017
H 1.1784 4.2370 3.4592 0.062 -0.013 0.035
H -3.8521 3.2909 1.6401 0.025 -0.014 0.000
H -1.8541 -2.6157 0.6415 -0.015 0.022 0.053
H 2.2086 2.9377 4.0708 0.023 0.012 -0.031
H -2.4482 -4.6834 1.8658 0.015 0.005 0.010
H 3.1972 0.8585 0.5816 0.085 0.031 -0.024
H -1.5908 2.4150 4.4585 0.003 -0.027 0.063
H 1.5100 -0.8326 2.5420 0.030 -0.012 0.018
H -2.7523 5.4350 -2.7565 0.021 -0.004 0.014
H -2.5873 5.3006 -0.2791 0.012 -0.032 0.002